--- a ---
The following is a quantum chemistry calculation of a single C5H6 molecule, from the Open Molecules 2025 dataset.

XYZ file:
```
11
Properties=species:S:1:pos:R:3:nbo_charge:R:1
C -2.29309 -0.00156 -0.17707 -0.248
C -1.13154 -0.02027 0.16406 -0.006
C 0.26983 -0.00847 0.56907 -0.316
C 1.31932 -0.74346 -0.24429 -0.395
C 1.29929 0.75442 -0.23000 -0.395
H -3.29835 0.05476 -0.51677 0.234
H 0.38767 -0.00224 1.64722 0.239
H 2.10539 -1.26329 0.30296 0.219
H 0.97655 -1.24313 -1.14159 0.224
H 0.96068 1.28524 -1.11030 0.224
H 2.08531 1.28469 0.32787 0.219
```

Calculated values
LUMO level, eV: 1.2
SMILES string: C#CC1CC1
Gap between HOMO and LUMO, eV: 10.67
Spin multiplicity: 1

--- b ---
The following is a quantum chemistry calculation of C5H6 as an isolated structure, from the Open Molecules 2025 dataset.

XYZ file:
```
11
Properties=species:S:1:pos:R:3:nbo_charge:R:1
C 0.82215 -1.45001 2.13046 -0.244
C 0.33792 -1.17425 1.08011 -0.032
C -0.17032 1.64997 -1.46990 -0.456
C -0.30969 1.01440 -0.35178 -0.124
C -0.21069 -1.01106 -0.19828 -0.456
H 1.04409 -1.83771 3.07881 0.231
H -0.25648 2.84129 -1.47540 0.213
H -0.00372 1.14040 -2.30556 0.197
H -0.50062 1.34762 0.72660 0.208
H 0.43514 -1.31957 -1.06306 0.240
H -1.18778 -1.20108 -0.15200 0.222
```

Calculated values
LUMO level, eV: 1.1
Gap between HOMO and LUMO, eV: 10.17
Spin multiplicity: 1

Least stable: b

--- a ---
The following is a quantum chemistry calculation of a 2-piece molecular cluster, C3H5FN2 overall, from the Open Molecules 2025 dataset.

XYZ file:
```
11
Properties=species:S:1:pos:R:3:nbo_charge:R:1
C -1.30185 0.83396 -0.98623 0.157
C -1.09519 0.22596 0.23588 -0.062
C 1.30860 -0.75862 0.20981 0.241
H -0.58674 0.74416 -1.83680 0.203
H -1.83161 0.38428 1.51417 0.193
H -0.37432 -1.14106 1.44751 0.395
H 1.63573 -1.53005 0.88391 0.176
H 2.71068 -0.10154 -0.42425 0.326
N -0.00220 -0.63914 0.59224 -0.634
N 1.80973 0.25143 -0.47652 -0.672
F -2.27282 1.73061 -1.15973 -0.324
```

Calculated values
LUMO level, eV: 0.5
Gap between HOMO and LUMO, eV: 8.86
Spin multiplicity: 1

--- b ---
The following is a quantum chemistry calculation of a single C3H5FN2 molecule, from the Open Molecules 2025 dataset.

XYZ file:
```
11
Properties=species:S:1:pos:R:3:nbo_charge:R:1
C -1.09306 -0.11780 -0.13136 0.377
C 0.29886 -0.39086 -0.14922 -0.400
C 1.40107 0.36012 -0.19556 0.288
H -2.66914 1.04342 0.52714 0.380
H -1.08306 1.58445 0.78036 0.354
H -1.56592 -2.06447 0.10136 0.340
H 0.52669 -1.55599 -0.25949 0.248
H 1.64699 1.60433 -0.35791 0.220
N -1.56374 1.30315 -0.05117 -0.800
N -2.01103 -1.04691 0.08982 -0.634
F 2.72518 -0.16825 0.19943 -0.372
```

Calculated values
LUMO level, eV: -0.1
SMILES string: [H]/N=C(N)\C=C\F
Gap between HOMO and LUMO, eV: 9.83
Spin multiplicity: 1

--- c ---
The following is a quantum chemistry calculation of a single C3H5FN2 molecule, from the Open Molecules 2025 dataset.

XYZ file:
```
11
Properties=species:S:1:pos:R:3:nbo_charge:R:1
C 0.35447 -0.58980 -0.40620 0.356
C -0.40746 0.50436 0.23980 0.318
C -1.21780 0.63981 1.26819 -0.452
H 0.72803 -2.54044 0.04686 0.394
H -0.01556 -1.64357 1.28084 0.381
H 1.31719 0.41999 -1.68503 0.355
H -1.85790 -0.19636 1.75272 0.224
H -1.37694 1.62856 1.67033 0.229
N 0.09067 -1.78428 0.30287 -0.817
N 1.23838 -0.54518 -1.32860 -0.646
F -0.05260 1.70132 -0.27737 -0.342
```

Calculated values
LUMO level, eV: 0.5
SMILES string: [H]/N=C(/N)C(=C)F
Gap between HOMO and LUMO, eV: 10.23
Spin multiplicity: 1

Least stable: a

--- a ---
The following is a quantum chemistry calculation of a single C4H9N3S molecule, from the Open Molecules 2025 dataset.

XYZ file:
```
17
Properties=species:S:1:pos:R:3:nbo_charge:R:1
C 0.71056 -1.94075 -1.24906 -0.550
C -0.21159 -1.00081 -0.43684 -0.258
C -0.23585 0.46539 1.25496 0.294
C -1.99230 1.88164 1.69549 0.280
H 2.18618 -0.30217 -1.32583 0.110
H 1.31605 -2.52124 -0.35462 0.224
H 0.14860 -2.73371 -1.84043 0.235
H -0.64045 -0.17168 -1.18486 0.147
H -0.99479 -1.61876 0.03600 0.204
H 0.14980 0.77950 2.20015 0.238
H -1.88663 0.58961 -0.27775 0.454
H -3.03161 1.89326 1.70876 0.178
H -1.51622 3.13087 2.77907 0.339
N 0.45577 -0.31374 0.57941 -0.488
N -1.50458 0.94945 0.77301 -0.699
N -1.03418 2.32246 2.52868 -0.706
S 1.82656 -1.01161 -2.28097 -0.001
```

Calculated values
LUMO level, eV: 0.6
SMILES string: [H]/N=C/N/C=N\CCS
Gap between HOMO and LUMO, eV: 9.48
Spin multiplicity: 1

--- b ---
The following is a quantum chemistry calculation of a single C4H9N3S molecule, from the Open Molecules 2025 dataset.

XYZ file:
```
17
Properties=species:S:1:pos:R:3:nbo_charge:R:1
C -1.27722 -0.50454 0.35368 -0.098
C -0.85317 0.97138 0.27321 -0.076
C -0.06511 0.00785 1.09331 -0.109
C 2.30858 0.26482 0.31145 -0.048
H -1.95891 -1.30142 -1.32500 0.381
H -1.07073 -2.41301 -0.44532 0.363
H -2.31199 -0.61019 0.86272 0.209
H -1.47421 1.79995 0.51496 0.224
H 0.25516 0.33401 -1.47202 0.422
H 0.06745 2.23088 -1.16234 0.385
H -0.33807 -0.28575 2.23512 0.228
H 0.92724 -1.26774 0.01891 0.416
H 2.18644 1.56377 0.56413 0.193
N -1.02395 -1.38012 -0.88994 -0.852
N -0.28805 1.23671 -1.12386 -0.892
N 1.10449 -0.37993 0.42770 -0.618
S 3.81204 -0.26667 -0.23671 -0.128
```

Calculated values
LUMO level, eV: 0.5
SMILES string: N[C@@H]1[C@H](N)[C@@H]1NC=S
Gap between HOMO and LUMO, eV: 8.82
Spin multiplicity: 1

Least stable: b

--- a ---
The following is a quantum chemistry calculation of a single C4H9N3S molecule, from the Open Molecules 2025 dataset.

XYZ file:
```
17
Properties=species:S:1:pos:R:3:nbo_charge:R:1
C -0.44020 1.69033 1.18322 -0.734
C 0.54790 -0.60946 -0.11415 0.103
C -0.52034 -1.37992 0.46336 -0.376
C -1.81187 -1.25225 0.13628 0.036
H 0.52657 1.57055 1.82961 0.238
H -1.26420 1.03003 1.69548 0.238
H -0.92669 2.69495 0.96992 0.233
H -0.13994 -2.15157 1.12713 0.241
H -2.49354 -1.76988 0.78003 0.189
H -3.54562 -0.23183 -0.43818 0.377
H -1.97868 0.72175 -0.73830 0.399
H 3.62122 -0.45612 0.43651 0.361
H 2.61154 0.65071 -0.32453 0.341
N -2.48641 -0.30626 -0.70743 -0.861
N 1.73589 -1.06472 0.14145 -0.238
N 2.85305 -0.38766 -0.29419 -0.625
S 0.13867 1.22249 -0.58305 0.077
```

Calculated values
LUMO level, eV: 0.5
SMILES string: CSC(/C=C\N)=N\N
Gap between HOMO and LUMO, eV: 8.38
Spin multiplicity: 1

--- b ---
The following is a quantum chemistry calculation of a single C4H9N3S molecule, from the Open Molecules 2025 dataset.

XYZ file:
```
17
Properties=species:S:1:pos:R:3:nbo_charge:R:1
C 0.81704 -0.85657 -0.86008 0.447
C -0.41358 -1.33219 0.05212 -0.487
C -1.05369 -0.22894 0.98925 -0.055
C -0.26047 1.01655 1.33133 -0.309
H 2.22003 1.65742 -1.47386 0.108
H -0.26912 0.98047 -1.22424 0.430
H 1.99040 -2.20794 -0.31420 0.337
H -1.23841 -1.44816 -0.55801 0.230
H -0.30187 -2.27584 0.65165 0.233
H -1.64348 -0.73705 1.91475 0.203
H -0.39558 1.78196 2.17419 0.221
H 0.68467 1.31558 0.77873 0.211
H -2.45370 1.18866 1.16636 0.372
N 0.36033 0.26865 -1.64635 -0.782
N 2.06691 -1.37713 -0.89351 -0.677
N -1.60146 1.00374 0.53179 -0.638
S 1.49199 1.25079 -2.61993 0.156
```

Calculated values
LUMO level, eV: 0.7
SMILES string: [H]/N=C(\C[C@H]1CN1)NS
Gap between HOMO and LUMO, eV: 9.94
Spin multiplicity: 1

Least stable: b

--- a ---
The following is a quantum chemistry calculation of a 2-piece molecular cluster, C11H14N2 overall, from the Open Molecules 2025 dataset.

XYZ file:
```
27
Properties=species:S:1:pos:R:3:nbo_charge:R:1
C 1.95576 1.95090 1.98785 -0.636
C -0.60141 1.53084 1.65479 -0.127
C 0.49176 2.27547 1.96480 0.098
C -1.19277 3.61570 1.97425 0.154
N -1.65441 2.41000 1.52900 -0.528
N 0.11432 3.59542 2.16057 -0.455
H -0.65761 0.55285 1.20559 0.221
H -2.63123 2.16930 1.59858 0.411
H 2.27302 1.62895 2.97514 0.220
H 2.48490 2.86629 1.73239 0.232
H -1.70410 4.54965 1.79772 0.197
H 2.24281 1.17603 1.27868 0.214
C 1.44096 -0.90549 -2.78983 -0.639
C -0.64514 -0.86629 -1.40304 -0.223
C 0.37021 -1.61773 -2.00377 0.008
C -1.44694 -1.40584 -0.40789 -0.215
C 0.36827 -2.99207 -1.74299 -0.228
C -1.39612 -2.75807 -0.10560 -0.226
C -0.51775 -3.55408 -0.81878 -0.199
H -0.69488 0.16934 -1.70775 0.210
H -2.19659 -0.79093 0.07566 0.204
H 2.29206 -0.68423 -2.12999 0.224
H 1.19304 0.12804 -3.03397 0.222
H 0.90700 -3.76499 -2.28048 0.214
H -2.07757 -3.09508 0.66374 0.214
H -0.46013 -4.60824 -0.58378 0.212
H 1.74253 -1.57573 -3.59089 0.222
```

Calculated values
LUMO level, eV: 0.8
SMILES string: Cc1c[nH]cn1.Cc1ccccc1
Gap between HOMO and LUMO, eV: 9.44
Spin multiplicity: 1

--- b ---
The following is a quantum chemistry calculation of a 2-piece molecular cluster, C11H14N2 overall, from the Open Molecules 2025 dataset.

XYZ file:
```
27
Properties=species:S:1:pos:R:3:nbo_charge:R:1
C -2.78451 2.42985 -0.06136 -0.632
C -0.32641 -0.03837 1.44129 -0.192
C -0.80953 -0.13414 2.74361 -0.229
C -0.98819 0.74979 0.51469 -0.218
C -2.07666 1.52209 0.89772 -0.007
C -1.92540 0.58717 3.12189 -0.203
C -2.52787 1.44778 2.20909 -0.216
H 0.68023 -0.36912 1.22911 0.201
H -0.23286 -0.70030 3.45876 0.206
H -0.74761 0.71385 -0.54018 0.214
H -2.23672 0.54746 4.15421 0.211
H -3.84760 2.55076 0.14871 0.216
H -2.74250 2.04446 -1.08083 0.215
H -3.41001 1.97814 2.54159 0.208
H -2.35563 3.42866 -0.10218 0.220
C 1.75062 -1.17707 -3.55391 -0.634
C 1.78129 -2.24061 -0.16732 0.174
C 2.10522 -1.47105 -2.14008 0.093
C 3.02472 -0.86824 -1.33586 -0.127
N 1.34170 -2.33718 -1.38697 -0.460
N 2.83626 -1.38896 -0.07657 -0.533
H 1.40821 -2.74013 0.71150 0.198
H 3.20003 -0.94741 0.75032 0.415
H 3.82537 -0.21080 -1.63656 0.216
H 2.11143 -1.96711 -4.21142 0.218
H 2.26396 -0.27518 -3.89045 0.213
H 0.68245 -1.13432 -3.73879 0.230
```

Calculated values
LUMO level, eV: 0.8
SMILES string: Cc1c[nH]cn1.Cc1ccccc1
Gap between HOMO and LUMO, eV: 9.42
Spin multiplicity: 1

Least stable: a